(1)
71
Properties=species:S:1:pos:R:3:forces:R:3 method="wB97M-V/def2-TZVPD" s_squared=0.758 charge=+2 relative_energy_kj_mol=9.9 spin_multiplicity=2
Ru 0.1491 0.6569 -0.8567 -0.41 -0.22 -0.13
C 4.5590 0.6381 -0.3205 -0.02 0.01 0.01
C 3.3051 0.4484 -1.1086 -0.01 0.05 -0.06
O 2.2589 1.0863 -0.8320 -0.09 -0.39 0.08
N 3.3211 -0.3878 -2.1406 -0.01 -0.01 0.06
C 2.2087 -0.4884 -3.0738 -0.05 -0.02 -0.10
C 1.1291 -1.4854 -2.7048 -0.03 -0.07 -0.01
C 1.1547 -2.7441 -3.2797 0.01 0.01 0.00
C 0.1664 -3.6686 -2.9828 0.00 0.00 0.01
C -0.8447 -3.2983 -2.1133 -0.01 -0.02 0.00
C -0.8188 -2.0330 -1.5677 0.05 0.03 0.00
N 0.1453 -1.1408 -1.8470 0.18 0.10 -0.08
H 4.3652 1.3073 0.5118 0.01 0.01 0.00
H 5.3408 1.0585 -0.9548 -0.01 0.01 0.01
H 4.9146 -0.3204 0.0604 0.00 0.00 -0.01
H 4.1747 -0.8855 -2.3436 0.01 0.03 -0.02
H 2.6188 -0.7838 -4.0372 0.00 0.00 0.00
H 1.7908 0.5064 -3.2075 -0.06 0.05 -0.01
H 1.9498 -2.9906 -3.9703 -0.01 -0.01 -0.01
H 0.1828 -4.6539 -3.4288 -0.01 0.01 -0.01
H -1.6519 -3.9704 -1.8598 0.01 0.00 0.01
H -1.5876 -1.7045 -0.8845 -0.03 -0.02 0.00
C -2.5937 0.5201 3.8178 0.00 -0.01 0.00
C -1.4970 -0.1368 3.0319 -0.01 0.03 -0.03
C -0.7358 -1.1830 3.5391 0.03 -0.02 0.01
C 0.2897 -1.7113 2.7798 -0.02 -0.01 0.05
C 0.5321 -1.2020 1.5186 0.04 -0.01 -0.13
Br 1.9982 -1.9426 0.5875 -0.17 -0.02 0.15
N -0.2124 -0.2189 0.9799 0.31 -0.09 0.00
C -1.1936 0.3004 1.7563 0.03 0.01 0.03
H -3.0405 -0.1804 4.5208 0.00 0.00 -0.01
H -3.3789 0.8988 3.1655 0.01 0.01 0.00
H -2.1977 1.3592 4.3922 0.00 0.00 0.01
H -0.9344 -1.5779 4.5277 0.00 0.00 0.00
H 0.9140 -2.5095 3.1533 -0.01 0.00 0.00
H -1.7604 1.1059 1.3196 -0.02 0.00 0.01
F -3.8311 4.3105 -4.3839 -0.02 0.01 -0.01
C -2.9140 3.4788 -4.8698 0.04 -0.05 0.01
C -2.0217 2.8513 -4.0148 0.04 -0.07 -0.03
C -1.0859 2.0159 -4.5907 -0.01 0.04 0.06
F -0.1773 1.4016 -3.7817 0.11 -0.04 0.02
C -1.0124 1.7767 -5.9430 0.05 -0.04 -0.03
F -0.0891 0.9603 -6.4429 -0.02 0.02 0.01
C -1.9234 2.4137 -6.7746 0.02 -0.02 -0.05
F -1.8766 2.2081 -8.0742 0.00 0.00 0.01
C -2.8759 3.2685 -6.2393 -0.05 0.04 0.01
F -3.7352 3.8758 -7.0362 0.00 0.00 0.00
Ge -2.0188 3.0383 -2.0931 -0.16 0.04 0.32
S -2.0281 0.9692 -1.1789 0.11 -0.34 -0.29
C -0.3628 3.9217 -1.5204 -0.03 0.15 -0.10
C 0.4695 3.5705 -0.4827 0.04 0.15 -0.07
F 0.1935 2.4278 0.2576 0.09 0.65 0.31
C 1.5924 4.2737 -0.1069 0.02 -0.02 0.02
F 2.3612 3.8512 0.8853 0.02 0.01 0.03
C 1.9044 5.4329 -0.8032 -0.03 0.00 -0.02
F 2.9717 6.1276 -0.4743 0.00 0.00 0.00
C 1.0894 5.8499 -1.8486 0.03 0.02 0.00
F 1.3732 6.9555 -2.5064 0.01 -0.02 0.02
C -0.0192 5.0921 -2.1840 -0.06 -0.02 -0.03
F -0.8082 5.5283 -3.1689 0.04 -0.01 0.04
C -3.6006 3.8793 -1.3749 0.04 0.06 -0.07
C -4.8230 3.2930 -1.6618 0.04 -0.04 -0.03
F -4.8373 2.1743 -2.4048 0.00 0.03 0.02
C -6.0186 3.8209 -1.2234 -0.05 -0.01 -0.01
F -7.1700 3.2367 -1.5130 0.01 0.01 0.01
C -5.9946 4.9866 -0.4678 -0.02 0.00 0.01
F -7.1229 5.5085 -0.0347 0.00 0.00 0.00
C -4.7882 5.6010 -0.1633 0.00 0.04 0.02
F -4.7715 6.7094 0.5598 -0.01 -0.01 0.00
C -3.6099 5.0403 -0.6204 0.03 -0.02 0.00
F -2.4581 5.6522 -0.3145 0.00 0.00 0.00

=====

(2)
113
Properties=species:S:1:pos:R:3:forces:R:3 method="wB97M-V/def2-TZVPD" smiles="NC(=O)CCPBr.CCO.CCO.CCO.CCO.CCO.CCO.CCO.CCO.CCO.CCO.CCO" charge=0
N -0.9306 1.5842 0.6168 -0.46 -1.24 -0.77
C -1.3076 0.5674 -0.3325 -0.84 -2.23 -0.08
O -1.2909 -0.6537 -0.0632 0.54 2.92 -0.10
C -1.7327 0.9639 -1.8155 1.14 0.86 0.03
C -0.6550 2.0494 -2.3278 -0.51 0.18 0.60
P 0.9821 1.1329 -2.7133 -0.28 0.37 -1.12
Br 2.6547 2.0464 -1.5082 -0.80 -0.37 0.04
H -0.4659 1.1901 1.4474 -0.60 0.22 -0.57
H -1.7090 2.1920 0.8859 0.46 -0.09 -0.38
H -1.6310 0.0615 -2.4997 -0.21 0.84 1.25
H -2.8026 1.3203 -1.8927 1.32 -0.19 0.35
H -0.4322 2.8429 -1.5484 -0.39 -1.06 -0.78
H -1.0279 2.6105 -3.2491 0.71 -1.02 1.00
H 0.7720 -0.1788 -2.1508 -0.01 0.84 0.60
C 0.4782 -2.2602 4.1980 0.07 -0.09 0.06
C -0.2753 -0.9578 4.3766 0.00 -0.42 -0.32
O 0.1379 -0.0086 3.3963 -0.05 0.44 -0.11
H 1.5548 -2.0955 4.2832 -0.08 0.00 0.09
H 0.1733 -2.9931 4.9479 0.05 0.00 -0.05
H 0.2968 -2.6780 3.2037 -0.11 -0.01 0.07
H -0.0750 -0.5326 5.3625 0.02 0.11 -0.12
H -1.3548 -1.1149 4.2807 -0.02 -0.07 0.17
H -0.0505 -0.3888 2.5271 0.05 -0.18 0.17
C 2.1884 -1.3878 -6.3844 0.19 -0.15 -0.02
C 2.6890 -2.2955 -5.2788 -0.23 0.36 -0.07
O 3.2252 -1.5224 -4.2068 0.27 -0.12 0.43
H 2.9995 -0.7590 -6.7600 0.01 -0.10 0.03
H 1.7816 -1.9686 -7.2111 -0.02 0.12 0.10
H 1.4106 -0.7161 -6.0114 -0.06 -0.12 -0.05
H 3.4802 -2.9499 -5.6496 0.04 0.07 0.18
H 1.8779 -2.9205 -4.8900 -0.01 -0.13 -0.15
H 2.5184 -0.9527 -3.8767 0.12 0.03 -0.15
C -1.6436 3.4424 3.9082 -0.10 0.16 -0.16
C -1.1211 3.1885 5.3083 0.07 -0.34 -0.26
O -1.5214 1.9006 5.7586 -0.10 -0.01 0.20
H -2.7342 3.3723 3.8878 0.05 0.07 0.09
H -1.3468 4.4324 3.5533 -0.01 -0.05 -0.04
H -1.2614 2.6903 3.2125 0.12 0.06 0.09
H -1.5206 3.9274 6.0052 -0.01 -0.17 0.05
H -0.0281 3.2463 5.3330 0.00 0.20 -0.04
H -1.1574 1.2521 5.1437 -0.02 0.13 0.00
C -1.0562 -0.9924 -10.5228 0.02 0.00 -0.16
C -0.5544 -1.8938 -9.4117 -0.29 0.34 0.04
O -0.0226 -1.1154 -8.3447 -0.05 -0.04 -0.07
H -0.2470 -0.3630 -10.9003 -0.01 -0.11 0.01
H -1.4612 -1.5800 -11.3500 -0.03 0.07 0.02
H -1.8371 -0.3215 -10.1536 -0.05 -0.11 -0.03
H 0.2394 -2.5468 -9.7789 0.04 0.08 0.18
H -1.3637 -2.5195 -9.0217 0.01 -0.13 -0.16
H -0.7305 -0.5471 -8.0182 0.11 -0.06 -0.04
C 5.2649 -2.8783 -0.4481 0.06 -0.16 0.13
C 4.5096 -1.5797 -0.2486 0.05 -0.09 -0.46
O 4.9156 -0.6222 -1.2166 0.05 0.11 0.04
H 6.3417 -2.7130 -0.3663 -0.08 0.03 0.07
H 4.9643 -3.6221 0.2940 0.03 -0.04 -0.06
H 5.0790 -3.2831 -1.4473 -0.08 -0.01 0.05
H 4.7128 -1.1662 0.7409 0.00 0.11 -0.13
H 3.4296 -1.7385 -0.3415 -0.05 -0.10 0.19
H 4.7235 -0.9914 -2.0895 -0.01 0.11 0.05
C 3.9884 -0.3713 6.6635 -0.06 0.00 -0.12
C 2.7254 -1.1031 7.0723 0.45 -0.01 0.16
O 2.9770 -2.5013 7.1695 -0.22 -0.21 -0.07
H 4.3532 -0.7443 5.7031 -0.13 0.03 0.00
H 3.8079 0.7021 6.5795 0.12 -0.04 0.06
H 4.7846 -0.5364 7.3926 -0.10 0.17 0.02
H 1.9394 -0.9531 6.3304 0.02 -0.19 0.08
H 2.3601 -0.7427 8.0396 -0.08 0.17 -0.08
H 3.6656 -2.6274 7.8327 -0.09 0.01 -0.11
C -6.8748 2.5863 -0.7992 -0.13 -0.13 -0.04
C -5.5920 1.9494 -0.3062 -0.31 0.24 0.11
O -4.4876 2.3891 -1.0979 0.19 0.15 -0.16
H -7.0516 2.3302 -1.8453 -0.04 -0.06 0.13
H -7.7295 2.2548 -0.2056 0.04 0.07 0.00
H -6.8106 3.6777 -0.7437 -0.05 -0.01 0.12
H -5.6513 0.8622 -0.3836 0.16 0.08 -0.09
H -5.4011 2.2112 0.7396 -0.07 -0.10 0.05
H -4.4344 3.3499 -1.0175 0.03 -0.13 0.08
C -6.0317 -1.7944 2.1490 -0.07 0.02 0.12
C -6.1157 -2.6518 0.9012 0.33 0.21 0.11
O -5.7455 -1.8940 -0.2451 -0.08 0.09 -0.18
H -6.6871 -0.9243 2.0609 -0.04 -0.11 0.00
H -6.3198 -2.3644 3.0353 0.05 0.07 0.00
H -5.0152 -1.4157 2.2903 0.00 -0.11 0.05
H -7.1357 -3.0101 0.7518 0.09 0.07 -0.16
H -5.4529 -3.5194 0.9789 -0.12 -0.09 0.12
H -4.8395 -1.5882 -0.1111 -0.08 -0.11 -0.06
C 3.5896 -6.2311 -1.5731 -0.05 -0.10 0.12
C 4.2327 -6.3431 -2.9415 -0.14 0.39 0.15
O 3.4526 -5.6542 -3.9127 -0.03 -0.06 -0.18
H 2.5793 -6.6470 -1.5884 0.10 -0.06 -0.04
H 4.1780 -6.7614 -0.8204 -0.04 0.07 0.02
H 3.4988 -5.1833 -1.2742 0.11 -0.05 0.03
H 4.3025 -7.3887 -3.2467 -0.06 0.12 -0.14
H 5.2415 -5.9173 -2.9346 0.08 -0.15 0.10
H 3.4021 -4.7285 -3.6433 0.00 -0.11 -0.07
C 6.9336 3.8296 7.4839 0.03 0.11 -0.11
C 5.6757 3.0893 7.8941 0.38 -0.03 0.20
O 5.9333 1.6929 7.9931 -0.08 -0.10 0.01
H 7.3006 3.4586 6.5242 -0.10 0.04 0.03
H 6.7456 4.9024 7.3989 0.07 -0.03 0.02
H 7.7319 3.6700 8.2144 -0.07 0.09 0.04
H 4.8884 3.2336 7.1519 0.02 -0.19 0.06
H 5.3091 3.4492 8.8609 -0.08 0.17 -0.08
H 6.6228 1.5704 8.6566 -0.08 0.02 -0.11
C -5.3013 5.7535 -4.2955 0.01 0.13 -0.10
C -6.5474 4.9994 -3.8736 0.38 -0.12 0.14
O -6.2747 3.6063 -3.7817 -0.10 -0.02 -0.16
H -4.9414 5.3889 -5.2603 -0.10 0.04 0.04
H -5.5007 6.8246 -4.3753 0.08 -0.03 0.02
H -4.4930 5.5996 -3.5743 -0.06 0.09 0.04
H -7.3441 5.1380 -4.6063 0.02 -0.17 0.07
H -6.9069 5.3530 -2.9011 -0.09 0.18 -0.06
H -5.5759 3.4885 -3.1256 -0.08 -0.15 -0.12

=====

(3)
93
Properties=species:S:1:pos:R:3:forces:R:3 method="wB97M-V/def2-TZVPD" charge=+1 relative_energy_kj_mol=2.7
N 0.8781 -0.7462 -0.6359 3.78 -1.48 1.50
H 1.9253 -0.5724 -0.3900 -2.23 0.18 0.76
H 0.3562 0.0920 -0.6238 -1.03 1.07 0.61
H 0.5378 -1.6190 -0.1689 -0.14 0.83 0.00
H 1.1095 -0.9310 -1.5641 -0.50 -0.69 -2.63
C -3.9296 -1.0442 -1.3754 0.48 0.40 -2.27
C -2.9391 -0.3070 -2.3085 1.90 -1.46 1.77
C -3.4076 0.4385 -3.5555 -0.84 -1.56 1.06
O -3.2076 1.8300 -3.3126 1.48 -0.20 -0.09
C -2.3425 1.9897 -2.2723 0.88 0.69 0.26
O -1.7347 3.0457 -2.0351 -2.03 -3.73 -0.22
O -2.2856 0.7711 -1.5715 0.54 2.06 -0.35
H -4.3651 -1.8942 -1.9136 -0.36 0.46 -0.05
H -4.6105 -0.3558 -0.9692 -1.50 0.79 0.17
H -3.4630 -1.4757 -0.5505 1.43 -0.64 1.33
H -2.0728 -1.0984 -2.4788 -1.68 1.79 -0.29
H -4.4477 0.3031 -3.7379 -0.92 -0.01 0.00
H -2.9011 -0.1400 -4.3040 0.82 1.30 -1.37
C -3.5073 -5.1878 2.0559 -2.07 3.23 2.26
C -3.1624 -4.0327 3.0558 -2.25 2.78 -0.30
C -1.7466 -3.6885 2.8717 2.49 -0.44 3.27
S -1.3389 -4.2208 1.2929 3.98 -0.23 -4.05
O -0.4343 -5.3931 1.3724 -1.45 1.90 0.20
O -0.9302 -3.1054 0.3864 -0.50 -1.17 1.54
C -2.9083 -4.7585 0.7848 0.37 -2.30 -0.26
H -4.6096 -5.0481 1.9373 0.70 -1.69 0.50
H -2.9879 -5.9135 2.6155 -0.36 -2.37 -0.23
H -3.5167 -4.1518 4.1098 0.55 -0.23 -0.94
H -3.5058 -2.9924 2.7438 -1.33 -1.45 0.10
H -1.1524 -4.3789 3.5206 0.13 0.73 -0.45
H -1.5219 -2.6308 3.1306 0.14 -0.75 -0.59
H -2.9141 -5.6129 0.0709 0.46 1.09 0.07
H -3.4577 -3.9103 0.5256 -0.72 1.33 -1.25
C -3.3536 3.2619 2.3081 0.49 -2.87 1.43
C -1.9630 3.7415 2.7843 0.24 -3.08 -3.47
C -1.2035 2.4869 3.3411 -2.62 -0.21 1.68
S -1.6457 1.0679 2.2936 -4.24 3.20 2.60
O -2.0541 -0.0137 3.1151 -0.11 -1.54 0.89
O -0.6594 0.8958 1.3449 3.41 -0.86 -3.80
C -3.2085 1.8514 1.6313 -0.40 -0.67 0.48
H -3.8103 3.7670 1.5623 -0.66 2.61 -2.55
H -4.1717 3.2944 3.0221 0.42 -0.52 0.90
H -2.0621 4.5716 3.4055 0.43 1.36 0.97
H -1.4480 3.9086 1.7601 -0.37 0.61 1.82
H -1.5732 2.0923 4.3460 0.18 0.95 -1.07
H -0.1726 2.6498 3.4741 1.42 -0.05 -0.37
H -4.1119 1.1742 1.7239 1.25 0.56 0.64
H -3.1390 1.9246 0.5553 0.66 0.34 -0.30
C 2.5881 5.3383 0.5167 1.87 -1.66 -4.47
C 1.2087 4.8398 0.5617 -3.71 0.16 1.68
C 1.0843 3.4455 -0.0468 -0.78 0.00 -4.01
S 2.7059 2.8731 -0.5033 0.21 0.82 -1.93
O 2.9392 3.2949 -1.8779 0.44 -0.51 0.76
O 3.0371 1.5136 -0.0667 -0.67 0.82 -0.38
C 3.4057 4.0352 0.5523 2.47 1.14 2.06
H 2.7647 5.9327 1.2944 0.99 2.20 3.38
H 2.9171 5.9879 -0.3866 -0.94 -1.38 1.05
H 0.4876 5.5386 0.0827 0.40 -0.53 0.25
H 0.8651 4.8134 1.7015 0.67 -0.15 -2.28
H 0.4049 3.2607 -0.9983 1.25 0.77 1.98
H 0.9604 2.6195 0.5299 -1.80 -1.84 2.83
H 4.4497 4.1643 0.3304 0.53 0.20 -0.75
H 3.5333 3.6193 1.5683 -0.86 -0.04 -0.22
C 1.1295 2.9065 -5.8196 -0.01 -2.68 -3.25
C 2.4562 2.0952 -5.7643 1.96 2.34 -1.29
C 2.1236 0.7695 -5.1904 0.72 -0.01 -0.06
S 0.7961 1.0527 -4.0653 2.39 2.74 -0.29
O 1.3456 1.1524 -2.7666 0.19 0.09 2.42
O -0.1564 0.0924 -4.3394 -4.01 -3.63 -0.47
C 0.2261 2.6425 -4.6911 2.16 2.56 4.27
H 0.5715 2.5217 -6.7237 0.55 0.73 0.53
H 1.2803 3.9195 -5.8895 0.58 2.31 -0.63
H 3.0394 2.7786 -5.0739 0.15 -1.45 -0.49
H 3.1037 1.9890 -6.8006 -1.98 0.52 2.55
H 2.9532 0.1038 -4.9561 0.21 0.59 1.41
H 1.6726 0.1034 -5.8538 -1.22 -0.53 -1.95
H 0.1356 3.5634 -3.8588 1.37 -2.69 -1.47
H -0.7288 2.8035 -4.9837 -3.34 -1.13 -1.06
C 3.8262 -4.8817 3.6536 0.72 -0.45 0.78
C 4.4837 -3.4693 3.6170 -4.31 0.05 -1.62
C 4.5737 -2.9994 2.1363 -2.85 -5.15 4.47
S 3.2645 -3.8149 1.2746 1.35 -3.52 1.02
O 3.8762 -4.7960 0.4082 -0.31 0.19 -0.04
O 2.3088 -2.9218 0.7217 -1.16 1.60 -0.49
C 2.6586 -4.6606 2.7704 6.91 -8.25 -7.45
H 3.3046 -5.2835 4.5530 0.94 1.04 0.29
H 4.5636 -5.7218 3.4497 -0.98 1.16 -0.62
H 5.2302 -3.3758 4.2371 5.26 0.02 2.26
H 3.8735 -2.7424 4.1891 -0.77 -0.33 -0.73
H 5.3769 -3.1059 1.6150 5.34 -1.38 -2.79
H 4.2783 -2.1245 1.9525 -1.96 7.73 -0.37
H 2.2381 -5.6374 2.4134 0.08 0.96 0.08
H 2.0140 -4.1708 3.1526 -8.32 6.50 5.09

=====

| no. | calculated total energy (Ha) |
| --- | --- |
| 1 | -8109.984462 |
| 2 | -4869.179428 |
| 3 | -3967.728862 |